No. 1
Computed, not measured: a molecular structure, C47H36AsCsN7O2Se, with ωB97M-V/def2-TZVPD.

For the energy above the lowest of the compared OMol25 structures with the same formula, charge and spin, the calculation gives 0.00 kJ/mol. As for the net charge: -1. As for the electronic energy: -190581.818 eV. Its HOMO-LUMO gap is 6.4 eV.

```
95
Properties=species:S:1:pos:R:3:forces:R:3:lowdin_charge:R:1
Cs 0.48846 0.02394 0.33234 -1.328 -1.204 -3.148 1.26
O 2.47926 -0.00184 -1.36515 1.221 0.306 -0.375 -0.55
C 3.78670 0.09946 -1.34384 -0.121 -0.067 -0.027 -0.40
C 4.57250 -0.25596 -2.46753 -0.011 0.079 0.058 -0.07
C 5.95390 -0.23288 -2.44862 -0.063 0.005 0.018 -0.11
C 6.63200 0.16952 -1.30417 0.014 0.019 0.047 -0.13
C 5.88595 0.53223 -0.19453 -0.031 -0.024 0.007 -0.07
C 4.48957 0.51571 -0.17966 0.114 -0.089 0.118 -0.14
C 3.86581 0.89621 1.10280 0.237 -0.082 -0.034 -0.13
N 2.72061 1.42398 1.24617 -0.282 0.131 0.114 -0.12
N 2.40216 1.87099 2.51447 0.383 0.274 0.451 0.03
C 1.19724 1.66873 2.98123 0.174 -0.099 0.038 -0.54
O 0.27540 0.91806 2.50918 0.023 1.620 2.507 -0.56
C 0.91602 2.40335 4.27196 -0.069 -0.070 -0.009 -0.14
C -0.38577 2.42095 4.76201 -0.025 -0.008 0.039 -0.03
C -0.69004 3.07095 5.95337 0.083 0.005 -0.036 -0.10
C 0.31119 3.71057 6.67216 -0.015 -0.028 -0.085 -0.11
C 1.61360 3.70649 6.18132 -0.025 -0.041 -0.030 -0.10
C 1.91310 3.06140 4.98985 0.011 0.055 0.098 -0.04
H 4.06128 -0.57992 -3.36543 -0.001 0.024 -0.051 0.07
H 6.50663 -0.54781 -3.32775 -0.028 0.040 0.006 0.09
H 7.71412 0.19076 -1.27116 -0.015 0.001 -0.013 0.08
H 6.39652 0.84510 0.71174 -0.002 -0.022 -0.008 0.10
H 4.49600 0.72584 1.98211 0.027 0.214 0.086 0.11
H -1.15391 1.90809 4.19507 0.041 0.003 0.041 0.10
H -1.70930 3.06974 6.32275 0.010 -0.006 -0.006 0.10
H 0.08184 4.21125 7.60560 -0.006 -0.003 -0.006 0.09
H 2.40058 4.20828 6.73336 -0.012 -0.012 -0.009 0.09
H 2.92167 3.05500 4.59890 -0.027 -0.027 -0.014 0.10
C -3.99840 -2.69410 -1.55935 0.043 -0.003 0.060 -0.05
C -4.91586 -2.06474 -2.38075 -0.045 0.002 -0.040 -0.07
C -4.75352 -0.71927 -2.67010 -0.125 -0.021 -0.040 -0.03
C -3.67509 -0.03963 -2.11419 0.027 0.110 0.095 -0.22
N -2.80955 -0.63928 -1.30400 0.269 -0.084 0.140 0.13
C -2.95675 -1.93454 -1.04160 0.031 0.127 -0.072 -0.13
C -3.41119 1.40642 -2.41535 0.042 -0.059 0.130 -0.21
C -3.92314 2.00351 -3.56314 -0.035 0.017 -0.102 -0.03
C -3.60276 3.32095 -3.84019 -0.039 0.021 -0.058 -0.08
C -2.78549 4.01120 -2.96399 0.025 0.004 0.058 -0.07
C -2.34096 3.34375 -1.83051 -0.050 -0.101 0.022 -0.13
N -2.64219 2.07856 -1.55462 0.016 0.027 -0.042 0.13
H -4.07498 -3.74826 -1.32529 0.021 0.027 0.003 0.10
H -5.74996 -2.61478 -2.79938 0.001 0.012 0.002 0.10
H -5.46672 -0.21050 -3.30497 0.009 -0.015 0.023 0.10
H -2.19185 -2.39202 -0.42077 -0.020 -0.008 -0.038 0.07
H -4.54421 1.44130 -4.24690 0.049 0.001 -0.006 0.10
H -3.97930 3.79884 -4.73652 0.006 -0.019 0.007 0.10
H -2.49405 5.03632 -3.15006 -0.008 -0.012 0.027 0.10
H -1.70935 3.84946 -1.10694 -0.005 -0.019 -0.010 0.11
C 0.52295 -0.51123 7.03334 -0.073 -0.008 -0.041 -0.09
C 1.33412 -0.83707 5.95337 -0.052 -0.031 0.009 -0.08
C 0.76230 -1.14236 4.72644 -0.060 0.047 0.005 -0.13
C -0.62190 -1.12248 4.55739 0.131 0.055 0.015 -0.39
C -1.42605 -0.79886 5.64340 0.031 -0.035 0.030 -0.09
C -0.85660 -0.49853 6.87638 0.066 -0.011 -0.018 -0.09
As -1.28831 -1.47725 2.75068 -0.306 -0.741 0.657 1.30
C -3.10402 -0.77646 2.94503 -0.004 0.131 -0.010 -0.38
C -4.15457 -1.44154 3.57238 -0.030 0.032 -0.019 -0.12
C -5.40135 -0.83938 3.68472 0.006 0.052 -0.036 -0.09
C -5.61054 0.43639 3.17285 0.062 -0.040 -0.007 -0.10
C -4.56823 1.10696 2.54623 -0.008 -0.056 0.031 -0.08
C -3.32328 0.50098 2.43004 0.017 0.006 -0.009 -0.11
C -1.68212 -3.39598 3.01028 -0.072 -0.043 -0.072 -0.38
C -0.93758 -4.19330 3.87630 -0.081 -0.033 -0.022 -0.10
C -1.13406 -5.57000 3.92424 -0.039 0.032 -0.056 -0.10
C -2.07834 -6.17161 3.10367 0.032 0.046 0.009 -0.12
C -2.82458 -5.38756 2.23141 0.024 0.021 0.034 -0.10
C -2.61975 -4.01599 2.18178 0.027 -0.004 0.039 -0.14
H 0.96381 -0.24986 7.98818 -0.005 -0.008 -0.030 0.10
H 2.41233 -0.83205 6.05823 -0.019 0.007 -0.006 0.10
H 1.40104 -1.36023 3.87796 0.028 0.030 -0.009 0.11
H -2.50249 -0.75794 5.53103 -0.005 -0.001 -0.001 0.09
H -1.49366 -0.23371 7.71280 0.010 0.001 -0.029 0.10
H -4.00157 -2.43456 3.97718 0.009 -0.007 0.003 0.10
H -6.21063 -1.36646 4.17645 0.007 0.004 -0.009 0.10
H -6.58398 0.90396 3.26014 0.010 -0.005 0.004 0.09
H -4.72160 2.10080 2.14397 0.002 -0.012 -0.010 0.10
H -2.51000 1.02652 1.93895 -0.029 -0.013 0.006 0.09
H -0.20007 -3.73934 4.52566 0.020 0.012 0.032 0.09
H -0.54638 -6.17299 4.60586 0.010 0.008 0.000 0.10
H -2.22369 -7.24477 3.13389 -0.020 0.012 0.018 0.09
H -3.56144 -5.84782 1.58362 0.010 0.012 -0.008 0.10
H -3.20349 -3.41617 1.49170 -0.001 -0.017 -0.007 0.09
Se 1.66217 -1.75768 -2.67705 0.034 -0.471 -0.523 1.24
N 2.75327 -3.04241 -2.24584 -0.103 -0.145 0.146 -0.21
C 2.04246 -3.84697 -1.40798 -0.031 0.115 -0.024 -0.39
C 2.53224 -4.97078 -0.73058 -0.004 -0.077 0.079 -0.02
C 1.65685 -5.67419 0.06452 0.091 0.009 -0.024 -0.08
C 0.32137 -5.24798 0.18953 -0.079 0.156 -0.069 -0.16
N -0.17724 -4.18429 -0.41223 0.099 -0.034 0.018 0.12
C 0.67069 -3.49461 -1.20382 0.108 0.051 0.034 -0.47
N 0.26506 -2.38672 -1.87269 -0.287 -0.039 -0.047 -0.27
H 3.57488 -5.24974 -0.82268 -0.034 -0.018 -0.053 0.11
H 1.98916 -6.54926 0.60851 -0.026 0.016 0.016 0.09
H -0.36795 -5.79659 0.82441 0.041 -0.006 0.020 0.09
```
Forces are in eV/Å.


No. 2
Computed, not measured: a molecular structure, C47H36BF4N4O3PTa, with ωB97M-V/def2-TZVPD.

For the energy above the lowest of the compared OMol25 structures with the same formula, charge and spin, the calculation gives 50.39 kJ/mol. As for the net charge: +1. As for the electronic energy: -83818.229 eV. Its HOMO-LUMO gap is 6.7 eV.

```
97
Properties=species:S:1:pos:R:3:forces:R:3:lowdin_charge:R:1
Ta 1.34432 -0.80124 0.72192 -0.423 0.433 -0.618 1.97
O -1.79001 -2.32770 3.24207 0.042 -0.086 0.232 0.05
C -2.18036 -3.48464 2.64544 -0.075 0.105 0.124 -0.27
C -3.16084 -4.28705 3.22444 0.059 -0.030 -0.093 -0.01
C -3.58810 -5.43803 2.59002 0.031 0.053 -0.026 -0.06
C -3.04970 -5.80111 1.35997 -0.004 0.025 0.026 -0.07
C -2.07433 -5.00978 0.79259 0.010 -0.057 0.004 -0.01
C -1.61730 -3.84622 1.42116 -0.036 -0.121 -0.339 -0.09
C -0.53944 -3.09552 0.76520 0.128 0.514 0.479 -0.37
O -0.20448 -1.88368 1.23119 -0.632 -0.418 0.310 -0.25
N 0.12243 -3.58156 -0.21875 0.228 0.293 -0.042 0.12
N 1.17603 -2.69662 -0.51494 -0.187 -0.705 0.016 -0.07
C 2.00774 -3.21643 -1.35238 0.195 0.199 -0.170 -0.01
C 3.27368 -2.63099 -1.70646 -0.096 -0.123 -0.054 -0.14
C 4.02829 -3.12040 -2.77884 0.133 0.074 0.017 -0.01
C 5.28605 -2.60761 -3.02345 -0.086 -0.024 0.027 -0.06
C 5.81810 -1.62939 -2.17952 -0.062 0.037 0.073 -0.04
C 5.10247 -1.14645 -1.09536 0.069 -0.203 -0.322 0.02
C 3.82951 -1.65183 -0.88278 -0.423 0.420 0.435 -0.27
O 3.09556 -1.19306 0.14742 1.024 -0.397 -0.266 -0.24
H -2.07220 -2.32631 4.16457 0.006 0.015 -0.022 0.13
H -3.58667 -3.99268 4.17483 -0.022 0.009 0.057 0.12
H -4.34954 -6.04817 3.05322 -0.041 -0.041 0.028 0.11
H -3.38620 -6.69421 0.85468 -0.012 -0.030 -0.002 0.11
H -1.63316 -5.28449 -0.15535 0.008 0.011 -0.006 0.11
H 1.73307 -4.17934 -1.77528 0.030 0.022 -0.010 0.15
H 3.61769 -3.89766 -3.40904 -0.025 -0.035 -0.029 0.12
H 5.86527 -2.97322 -3.85810 0.032 -0.010 -0.024 0.11
H 6.80974 -1.24447 -2.37121 0.042 0.015 -0.014 0.12
H 5.49644 -0.39276 -0.43065 0.016 0.033 0.051 0.13
C 3.79357 2.90401 1.26758 0.041 0.044 -0.027 -0.05
C 3.99779 3.32575 -0.04132 -0.047 -0.063 0.044 -0.06
C 3.37720 2.65709 -1.08256 -0.071 -0.085 0.021 -0.02
C 2.52752 1.58921 -0.79531 0.062 -0.086 -0.188 -0.22
C 2.26180 1.19567 0.51672 0.007 -0.051 0.410 -0.23
C 2.94576 1.83754 1.54807 -0.073 0.150 -0.212 -0.10
C 1.83453 0.80819 -1.82436 0.161 0.123 0.046 -0.22
C 2.08019 0.97979 -3.21225 -0.087 -0.134 0.121 0.01
C 1.34961 0.27709 -4.11001 0.044 0.000 0.023 0.03
C 0.26728 -0.52382 -3.66261 -0.041 -0.023 -0.202 -0.15
C -0.63696 -1.12619 -4.56442 0.034 0.028 0.125 -0.01
C -1.74724 -1.77505 -4.10029 -0.009 -0.001 0.087 -0.05
C -1.99666 -1.81860 -2.71677 -0.027 -0.024 -0.054 -0.03
C -1.11572 -1.27254 -1.82082 0.028 -0.021 -0.116 -0.04
C 0.05269 -0.64741 -2.28043 0.169 0.064 0.228 -0.22
N 0.94804 -0.08279 -1.37228 0.054 -0.058 -0.182 0.00
H 4.30302 3.40926 2.07783 0.011 0.015 0.023 0.11
H 4.64461 4.16633 -0.24964 0.031 0.017 0.010 0.11
H 3.54495 2.98443 -2.09933 0.018 -0.002 -0.022 0.11
H 2.82535 1.52836 2.57778 0.003 -0.026 0.042 0.09
H 2.85632 1.65610 -3.52902 0.046 0.036 -0.010 0.12
H 1.54112 0.36537 -5.17259 -0.004 -0.016 -0.006 0.13
H -0.44991 -1.03677 -5.62465 0.023 0.009 -0.090 0.12
H -2.44644 -2.22248 -4.79151 -0.035 -0.016 -0.015 0.11
H -2.90503 -2.27507 -2.34640 -0.023 -0.008 0.002 0.12
H -1.35681 -1.26989 -0.77033 -0.013 -0.030 0.119 0.06
N -2.97081 -0.97738 1.02451 0.185 -0.023 0.056 0.13
C -3.45931 0.13407 0.36141 -0.074 -0.079 0.105 -0.34
C -4.77995 0.09914 -0.10529 0.043 0.036 -0.017 -0.03
C -5.34221 1.18625 -0.73370 -0.059 0.033 -0.030 -0.07
C -4.60654 2.35527 -0.89865 0.049 -0.075 0.049 -0.08
C -3.29976 2.38455 -0.45852 0.024 -0.018 -0.044 -0.09
C -2.68186 1.27553 0.14065 0.027 0.280 -0.239 -0.31
P -0.93314 1.44260 0.67697 -0.082 -0.284 0.102 1.14
C -1.12934 2.18047 2.34341 -0.155 0.019 -0.006 -0.33
C -0.04660 2.68286 3.06751 0.054 -0.023 -0.069 -0.11
C -0.21250 3.15940 4.35565 -0.021 -0.009 -0.013 -0.06
C -1.46324 3.12746 4.95590 0.005 0.022 0.045 -0.07
C -2.54503 2.62290 4.25626 0.056 -0.023 -0.092 -0.07
C -2.38165 2.15514 2.95859 0.074 0.046 0.052 -0.07
C -0.35184 2.75741 -0.44559 -0.035 0.166 0.052 -0.37
C 0.23574 3.93612 0.00346 0.032 -0.023 -0.039 -0.07
C 0.72742 4.86787 -0.90113 -0.042 -0.033 0.058 -0.06
C 0.62561 4.64183 -2.26369 -0.023 -0.042 -0.032 -0.07
C 0.01480 3.48201 -2.72225 -0.024 0.077 0.071 -0.07
C -0.46883 2.54904 -1.82136 -0.134 0.022 0.002 -0.12
H -2.25461 -0.83644 1.72735 -0.065 -0.009 -0.139 0.06
H -3.68202 -1.60767 1.36179 -0.011 -0.014 -0.035 0.10
H -5.36451 -0.79700 0.05896 -0.027 -0.053 0.006 0.11
H -6.36690 1.13244 -1.07626 -0.021 0.004 -0.012 0.11
H -5.04442 3.22807 -1.35904 -0.026 0.036 -0.020 0.11
H -2.73512 3.29640 -0.58298 0.027 0.045 -0.014 0.11
H 0.93984 2.69636 2.62842 -0.011 -0.006 -0.014 0.07
H 0.64009 3.54524 4.89586 0.045 0.026 0.026 0.11
H -1.59128 3.49547 5.96466 0.001 0.006 0.022 0.11
H -3.52403 2.59642 4.71147 -0.070 0.001 0.032 0.11
H -3.24289 1.78261 2.42630 -0.074 -0.028 -0.038 0.10
H 0.31272 4.14291 1.05929 -0.008 0.002 0.083 0.10
H 1.18419 5.77565 -0.53238 0.016 0.040 0.010 0.11
H 1.00287 5.37146 -2.96578 0.020 0.046 -0.042 0.11
H -0.09237 3.30334 -3.78296 -0.009 0.006 -0.065 0.11
H -0.96766 1.66142 -2.19715 -0.021 0.073 0.034 0.11
F 0.91235 -1.74846 4.26862 -0.222 -0.245 0.110 0.25
B 1.59350 -0.81065 3.61648 0.083 0.053 -0.041 -1.18
F 0.73810 -0.04665 2.67545 -0.151 0.282 0.055 -0.04
F 2.34463 0.02227 4.34295 0.196 0.207 0.072 0.24
F 2.39593 -1.41669 2.50710 0.197 -0.364 -0.060 0.01
```
Forces are in eV/Å.